(1)
A 9-piece molecular cluster, C18H27N9 overall, computed with wB97M-V/def2-TZVPD.

HOMO energy in hartree: -0.39633
Max |F| in eV/Å: 1.31
Energy above the lowest of the compared OMol25 structures with the same formula, charge and spin in kJ/mol: 64.4
LUMO level in hartree: 0.007
Structure (SMILES): CC#N.CC#N.CC#N.CC#N.CC#N.CC#N.CC#N.CC#N.CC#N

Positions of all 54 atoms, in Å:
C1 1.29 19.93 -7.12
C2 0.94 19.23 -8.33
N1 0.67 18.70 -9.31
H1 1.27 21.01 -7.26
H2 2.26 19.72 -6.68
H3 0.55 19.67 -6.35
C3 5.95 17.43 -0.86
C4 6.24 16.27 0.00
N2 6.40 15.35 0.66
H4 5.44 17.13 -1.77
H5 6.89 17.92 -1.11
H6 5.37 18.21 -0.36
C5 1.91 19.24 -1.74
C6 0.97 19.12 -2.86
N3 0.27 18.97 -3.75
H7 1.35 19.23 -0.81
H8 2.44 20.18 -1.89
H9 2.63 18.43 -1.77
C7 2.11 14.60 -2.03
C8 3.03 15.56 -2.64
N4 3.73 16.32 -3.13
H10 2.14 13.65 -2.55
H11 1.10 15.00 -2.12
H12 2.30 14.40 -0.98
C9 4.97 15.59 -7.73
C10 4.41 16.87 -7.32
N5 4.01 17.88 -6.96
H13 5.69 15.28 -6.98
H14 5.47 15.66 -8.69
H15 4.23 14.80 -7.86
C11 5.09 19.46 -4.07
C12 4.02 20.40 -4.32
N6 3.14 21.13 -4.45
H16 5.27 18.72 -4.83
H17 4.86 19.02 -3.09
H18 6.03 19.97 -3.85
C13 10.59 22.54 -2.26
C14 9.46 21.74 -2.70
N7 8.56 21.11 -3.02
H19 10.94 23.18 -3.08
H20 11.45 21.96 -1.93
H21 10.35 23.18 -1.41
C15 7.86 22.00 -6.60
C16 7.60 20.58 -6.37
N8 7.38 19.48 -6.14
H22 8.92 22.20 -6.45
H23 7.18 22.59 -6.00
H24 7.74 22.22 -7.67
C17 1.18 23.93 -4.55
C18 1.22 25.09 -5.43
N9 1.26 26.01 -6.12
H25 1.95 23.85 -3.79
H26 1.27 23.09 -5.25
H27 0.24 23.88 -4.00

(2)
One molecule with the formula C18H27NO5S, computed with wB97M-V/def2-TZVPD.

HOMO energy in hartree: -0.30024
Max |F| in eV/Å: 1.35
Energy above the lowest of the compared OMol25 structures with the same formula, charge and spin in kJ/mol: 27.0
LUMO level in hartree: 0.025
Structure (SMILES): CCOC(=O)C1(CCOC)CCN(C(=O)c2ccc(CSC)o2)CC1

Positions of all 52 atoms, in Å:
C1 -1.13 -4.23 0.30
C2 -1.68 -2.95 0.90
O1 -1.64 -1.89 -0.06
C3 -1.00 -0.77 0.26
O2 -0.50 -0.56 1.33
C4 -1.07 0.26 -0.88
C5 -2.43 0.95 -0.68
C6 -2.92 1.81 -1.85
O3 -2.04 2.89 -2.09
C7 -2.50 3.74 -3.11
C8 0.09 1.25 -0.70
C9 1.37 0.66 -1.32
N1 1.30 -0.78 -1.32
C10 1.78 -1.63 -0.38
O4 1.63 -2.84 -0.50
C11 2.48 -1.12 0.81
C12 3.06 -1.90 1.78
C13 3.51 -1.02 2.78
C14 3.18 0.24 2.36
C15 3.35 1.56 3.00
S1 2.15 1.80 4.37
C16 0.60 1.81 3.42
O5 2.55 0.18 1.17
C17 0.34 -1.28 -2.28
C18 -0.94 -0.43 -2.24
H1 -1.18 -5.03 1.03
H2 -1.70 -4.51 -0.58
H3 -0.09 -4.07 0.01
H4 -2.74 -3.07 1.19
H5 -1.10 -2.65 1.78
H6 -3.20 0.19 -0.51
H7 -2.37 1.58 0.21
H8 -3.03 1.20 -2.76
H9 -3.92 2.21 -1.59
H10 -1.75 4.53 -3.21
H11 -2.60 3.21 -4.06
H12 -3.46 4.19 -2.84
H13 0.24 1.41 0.37
H14 -0.16 2.20 -1.17
H15 1.45 0.97 -2.37
H16 2.26 1.00 -0.80
H17 3.14 -2.97 1.76
H18 4.01 -1.28 3.69
H19 3.20 2.36 2.28
H20 4.33 1.65 3.47
H21 -0.20 1.94 4.14
H22 0.62 2.64 2.72
H23 0.48 0.86 2.90
H24 0.78 -1.26 -3.29
H25 0.14 -2.32 -2.02
H26 -1.80 -1.06 -2.43
H27 -0.89 0.35 -3.00

(3)
C18H28Br10N3 as an isolated structure, computed with wB97M-V/def2-TZVPD.

HOMO energy in hartree: -0.41357
Max |F| in eV/Å: 11.55
Net charge: +1
LUMO level in hartree: -0.110

Positions of all 59 atoms, in Å:
C1 0.74 -0.53 -0.05
C2 0.34 -0.82 -1.45
C3 -1.15 -0.76 -1.65
C4 -1.94 -0.43 -0.44
C5 -3.51 -0.31 -0.66
N1 -3.99 0.98 -0.73
C6 -5.41 0.83 -0.89
C7 -5.75 -0.61 -0.88
N2 -4.51 -1.34 -0.74
N3 -1.55 -0.20 0.84
C8 -0.20 -0.25 1.06
H1 1.84 -0.53 0.19
H2 1.06 -1.02 -2.28
H3 -1.60 -0.93 -2.66
H4 -3.41 1.83 -0.64
H5 -6.09 1.71 -0.98
H6 -6.78 -1.03 -0.97
H7 -4.36 -2.35 -0.66
H8 0.17 -0.03 2.10
Br1 2.88 1.35 2.53
C9 3.89 -0.26 2.93
C10 5.37 -0.04 2.74
Br2 5.85 -0.03 0.86
H9 3.49 -1.05 2.29
H10 3.66 -0.49 3.97
H11 5.94 -0.86 3.18
H12 5.72 0.90 3.16
Br3 -0.71 0.50 4.39
C11 -2.46 0.66 5.23
C12 -3.52 0.97 4.20
Br4 -3.46 2.84 3.66
H13 -2.37 1.42 6.01
H14 -2.64 -0.31 5.69
H15 -4.51 0.83 4.63
H16 -3.43 0.37 3.30
Br5 -2.90 -1.77 -6.20
C13 -4.53 -2.43 -5.37
C14 -5.06 -1.45 -4.35
Br6 -4.03 -1.49 -2.67
H17 -4.30 -3.41 -4.95
H18 -5.24 -2.56 -6.19
H19 -6.08 -1.72 -4.06
H20 -5.05 -0.42 -4.71
Br7 9.85 -4.65 -0.19
C15 9.26 -2.85 -0.63
C16 10.10 -1.81 0.08
Br8 9.60 -1.66 1.96
H21 8.20 -2.79 -0.38
H22 9.38 -2.77 -1.71
H23 9.91 -0.82 -0.34
H24 11.16 -2.02 0.04
Br9 -0.43 3.15 0.93
C17 -0.37 3.74 -0.92
C18 -1.39 4.82 -1.17
Br10 -3.19 4.07 -1.33
H25 -0.50 2.86 -1.54
H26 0.64 4.13 -1.06
H27 -1.21 5.31 -2.13
H28 -1.43 5.57 -0.39

(4)
C18H28Br3O13Pb as an isolated structure, computed with wB97M-V/def2-TZVPD.

HOMO energy in hartree: -0.43147
Max |F| in eV/Å: 14.21
Net charge: +1
LUMO level in hartree: -0.235

Positions of all 63 atoms, in Å:
Pb1 -3.69 3.18 17.29
C1 -3.45 4.80 19.89
O1 -3.37 3.74 18.89
H1 -4.38 5.37 19.83
H2 -3.36 4.47 20.93
H3 -2.64 5.53 19.80
C2 -2.88 8.22 21.02
C3 -2.93 7.61 22.43
C4 -4.09 6.68 22.62
O2 -3.48 5.48 23.13
C5 -2.16 5.65 23.18
O3 -1.43 4.77 23.63
O4 -1.79 6.87 22.62
H4 -2.61 7.49 20.26
H5 -2.10 8.98 20.96
H6 -3.81 8.69 20.71
H7 -3.07 8.37 23.21
H8 -4.63 6.53 21.69
H9 -4.75 7.13 23.36
C6 -6.19 4.58 20.44
C7 -6.49 5.21 19.03
C8 -7.39 4.37 18.19
O5 -8.23 5.37 17.61
C9 -8.07 6.49 18.25
O6 -8.76 7.48 18.02
O7 -7.31 6.30 19.28
H10 -7.04 4.30 21.07
H11 -5.57 5.30 20.96
H12 -5.63 3.64 20.39
H13 -5.54 5.44 18.54
H14 -7.86 3.64 18.84
H15 -6.79 3.89 17.41
C10 -1.79 7.27 18.37
C11 -3.21 6.71 17.87
C12 -4.40 7.07 18.62
O8 -4.98 8.08 17.91
C13 -4.48 8.12 16.71
O9 -4.87 8.85 15.81
O10 -3.51 7.29 16.61
H16 -1.92 8.31 18.67
H17 -1.10 7.14 17.54
H18 -1.48 6.62 19.18
H19 -3.17 5.63 17.76
H20 -4.15 7.31 19.66
H21 -5.05 6.21 18.80
C14 -0.95 2.98 22.32
C15 -1.39 2.33 20.97
C16 -0.98 3.05 19.69
O11 -0.11 2.16 19.04
C17 -0.29 0.93 19.51
O12 0.08 -0.14 19.03
O13 -0.85 1.03 20.75
H22 -1.58 3.87 22.35
H23 0.14 3.06 22.32
H24 -1.27 2.26 23.06
H25 -2.48 2.32 21.09
H26 -0.54 4.01 19.95
H27 -1.91 3.22 19.16
C18 -4.48 2.48 21.79
Br1 -6.38 3.07 22.03
Br2 -4.55 0.48 21.51
Br3 -3.22 3.08 23.26
H28 -4.22 3.00 20.86

(5)
A 3-piece molecular cluster, C18H28BrClFN4O3PS overall, computed with wB97M-V/def2-TZVPD.

HOMO energy in hartree: -0.31159
Max |F| in eV/Å: 5.25
LUMO level in hartree: -0.058
Structure (SMILES): C[C@H](F)Cc1cc(P(O)Cl)c(CCCBr)c2nsnc12.CN(C)C=O.CN(C)C=O

Positions of all 58 atoms, in Å:
C1 -1.09 -0.43 6.51
C2 -2.57 -0.20 5.94
F1 -3.46 -1.08 6.70
C3 -2.62 -0.71 4.42
C4 -1.84 0.28 3.40
C5 -1.79 1.82 3.55
C6 -1.03 2.64 2.44
P1 -0.99 4.55 2.57
O1 0.61 5.10 2.78
Cl1 -2.01 5.13 4.35
C7 -0.35 1.89 1.26
C8 0.36 2.78 0.14
C9 -0.72 3.60 -0.73
C10 -2.17 2.91 -0.83
Br1 -2.13 1.21 -1.92
C11 -0.35 0.34 1.06
N1 0.23 -0.47 0.01
S1 -0.20 -2.09 0.42
N2 -1.06 -1.85 1.86
C12 -1.12 -0.45 2.19
H1 -1.16 -0.73 7.62
H2 -0.43 0.50 6.46
H3 -0.64 -1.31 5.92
H4 -2.95 0.88 6.05
H5 -2.24 -1.78 4.28
H6 -3.71 -0.70 4.07
H7 -2.32 2.27 4.46
H8 1.24 4.37 2.60
H9 1.13 3.53 0.59
H10 0.96 2.12 -0.58
H11 -0.31 3.65 -1.81
H12 -0.77 4.66 -0.32
H13 -2.71 2.78 0.16
H14 -2.82 3.63 -1.46
C13 1.22 0.07 -5.61
N3 0.66 1.39 -5.41
C14 -0.24 1.93 -6.41
C15 0.96 2.14 -4.31
O2 0.52 3.26 -4.09
H15 1.79 0.06 -6.54
H16 0.41 -0.66 -5.68
H17 1.88 -0.21 -4.79
H18 0.17 2.86 -6.80
H19 -1.20 2.14 -5.94
H20 -0.38 1.22 -7.22
H21 1.65 1.64 -3.62
C16 3.87 -6.24 -1.25
N4 2.82 -5.31 -1.60
C17 1.65 -5.22 -0.74
C18 2.89 -4.52 -2.71
O3 2.04 -3.72 -3.06
H22 3.46 -7.25 -1.22
H23 4.27 -5.98 -0.27
H24 4.69 -6.21 -1.98
H25 0.76 -5.46 -1.33
H26 1.56 -4.19 -0.38
H27 1.74 -5.91 0.10
H28 3.81 -4.67 -3.29

(6)
One molecule with the formula C18H28N2O2, computed with wB97M-V/def2-TZVPD.

HOMO energy in hartree: -0.33361
Max |F| in eV/Å: 13.64
Energy above the lowest of the compared OMol25 structures with the same formula, charge and spin in kJ/mol: 1486.7
LUMO level in hartree: 0.012
Structure (SMILES): CC(C)CCNC(=O)c1cccc(C(=O)NCCC(C)C)c1

Positions of all 50 atoms, in Å:
C1 3.12 3.50 2.75
C2 2.31 3.84 1.29
C3 1.36 4.78 1.45
C4 1.89 2.35 0.83
C5 2.87 1.44 0.56
N1 2.57 0.07 -0.11
C6 2.74 -0.11 -1.45
O1 3.62 0.42 -1.92
C7 1.94 -1.40 -1.73
C8 2.93 -2.30 -2.62
C9 2.11 -3.32 -3.26
C10 0.89 -3.74 -2.77
C11 0.10 -2.88 -2.16
C12 -1.35 -3.20 -1.71
O2 -1.83 -4.22 -1.41
N2 -2.05 -2.14 -1.69
C13 -3.54 -2.25 -1.08
C14 -3.63 -2.04 0.26
C15 -3.28 -0.59 0.96
C16 -3.31 -0.62 2.48
C17 -3.93 0.49 0.33
C18 0.75 -1.67 -1.41
H1 2.30 3.09 3.37
H2 3.95 2.79 2.57
H3 3.39 4.55 3.03
H4 3.41 4.08 0.65
H5 0.60 4.45 2.25
H6 0.93 4.93 0.25
H7 1.77 5.79 1.59
H8 1.60 2.48 -0.19
H9 1.35 2.06 1.46
H10 3.61 1.67 -0.06
H11 3.56 1.03 1.34
H12 1.76 -0.47 0.53
H13 3.86 -2.10 -3.02
H14 2.77 -4.14 -3.73
H15 0.36 -4.49 -3.48
H16 -1.71 -1.13 -1.59
H17 -4.18 -1.40 -1.59
H18 -3.74 -3.12 -1.48
H19 -3.18 -2.72 0.78
H20 -4.73 -2.18 0.58
H21 -2.10 -0.48 0.70
H22 -2.57 -1.62 2.75
H23 -2.97 0.33 2.69
H24 -4.23 -0.94 2.94
H25 -4.85 0.36 0.59
H26 -3.70 1.32 0.92
H27 -3.65 0.52 -0.56
H28 0.07 -1.08 -0.87

(7)
C18H28N2O3S2SiTi as an isolated structure, computed with wB97M-V/def2-TZVPD.

HOMO energy (alpha / beta) in hartree: -0.39680 / -0.43312
Max |F| in eV/Å: 1.70
Net charge: +1
Spin multiplicity: 2
Energy above the lowest of the compared OMol25 structures with the same formula, charge and spin in kJ/mol: 16.0
LUMO level (alpha / beta) in hartree: -0.101 / -0.105

Positions of all 55 atoms, in Å:
Ti1 -0.08 0.95 -0.90
C1 0.91 -2.33 6.63
C2 0.46 -1.68 5.36
C3 -0.84 -1.21 5.21
C4 -1.26 -0.62 4.02
C5 -0.35 -0.50 2.98
C6 0.96 -0.96 3.10
C7 1.35 -1.55 4.29
S1 -0.87 0.25 1.50
O1 -2.24 0.65 1.61
O2 0.11 1.33 1.17
N1 -0.59 -0.73 0.25
C8 -1.60 -1.03 -0.67
C9 -2.65 -1.91 -0.51
C10 -3.47 -2.14 -1.60
C11 -3.23 -1.48 -2.81
C12 -2.18 -0.60 -2.88
N2 -1.38 -0.37 -1.82
H1 0.17 -2.20 7.42
H2 1.85 -1.90 6.98
H3 1.07 -3.39 6.48
H4 -1.54 -1.29 6.03
H5 -2.26 -0.24 3.90
H6 1.66 -0.86 2.28
H7 2.36 -1.91 4.39
H8 -2.80 -2.41 0.44
H9 -4.30 -2.84 -1.52
H10 -3.84 -1.66 -3.68
H11 -1.94 -0.07 -3.79
C13 -1.34 3.53 -3.62
S2 -1.78 3.78 -1.91
C14 -3.46 3.17 -1.95
O3 -1.02 2.71 -1.15
H12 -1.98 4.17 -4.23
H13 -1.47 2.48 -3.89
H14 -0.30 3.83 -3.74
H15 -4.06 3.86 -2.55
H16 -3.82 3.17 -0.92
H17 -3.48 2.16 -2.36
C15 2.34 -1.71 -1.52
Si1 2.93 0.07 -1.72
C16 3.57 0.71 -0.07
C17 4.31 0.10 -2.99
C18 1.47 1.12 -2.27
H18 3.20 -2.38 -1.42
H19 1.77 -2.03 -2.39
H20 1.71 -1.85 -0.64
H21 4.16 -0.06 0.43
H22 2.78 1.03 0.61
H23 4.23 1.57 -0.22
H24 5.16 -0.50 -2.64
H25 4.68 1.11 -3.17
H26 3.98 -0.32 -3.94
H27 1.17 0.81 -3.27
H28 1.79 2.17 -2.31

(8)
A 6-piece molecular cluster, C18H28N4O2 overall, computed with wB97M-V/def2-TZVPD.

HOMO energy in hartree: -0.28671
Max |F| in eV/Å: 3.58
Energy above the lowest of the compared OMol25 structures with the same formula, charge and spin in kJ/mol: 467.5
LUMO level in hartree: 0.027
Structure (SMILES): c1cc[nH]c1.c1cc[nH]c1.c1cc[nH]c1.c1cc[nH]c1.CO.CO

Positions of all 52 atoms, in Å:
C1 3.18 -2.61 0.05
C2 3.53 -3.36 -1.04
C3 2.66 -4.44 -1.18
N1 1.69 -4.24 -0.20
C4 2.06 -3.18 0.58
H1 3.69 -1.75 0.46
H2 4.37 -3.25 -1.71
H3 2.57 -5.28 -1.86
H4 0.86 -4.81 -0.16
H5 1.44 -2.94 1.43
C5 -0.53 1.55 -0.52
C6 -0.31 1.46 0.88
C7 0.71 0.52 1.00
N2 1.09 0.08 -0.25
C8 0.38 0.77 -1.18
H6 -1.26 2.18 -1.00
H7 -0.88 1.91 1.68
H8 1.03 0.10 1.95
H9 1.79 -0.64 -0.37
H10 0.49 0.67 -2.25
C9 -1.58 5.34 -0.14
C10 -2.00 6.64 -0.33
C11 -0.97 7.24 -1.05
N3 0.11 6.42 -1.18
C12 -0.26 5.25 -0.67
H11 -2.12 4.47 0.23
H12 -3.01 6.95 -0.07
H13 -0.91 8.28 -1.32
H14 0.97 6.71 -1.64
H15 0.36 4.37 -0.75
C13 -0.80 -3.52 -3.57
C14 -0.66 -2.50 -2.63
C15 -1.42 -1.46 -3.05
N4 -2.01 -1.79 -4.26
C16 -1.69 -3.08 -4.52
H16 -0.23 -4.43 -3.54
H17 -0.07 -2.51 -1.73
H18 -1.65 -0.53 -2.55
H19 -2.58 -1.17 -4.82
H20 -2.04 -3.60 -5.40
C17 -2.53 -0.67 3.11
O1 -3.67 -1.20 3.73
H21 -2.69 0.40 2.95
H22 -1.58 -0.89 3.59
H23 -2.46 -1.07 2.10
H24 -3.97 -0.59 4.41
C18 2.07 -1.23 4.43
O2 0.76 -0.70 4.56
H25 2.29 -1.29 3.36
H26 2.83 -0.61 4.91
H27 2.04 -2.23 4.87
H28 0.88 0.26 4.62